A 10-piece molecular cluster, C54H54F8N2O2 overall at a distorted geometry. Source: the OMol25 dataset; level of theory: wB97M-V/def2-TZVPD.

The geometry in ORCA input format:
```
! wB97M-V def2-TZVPD RIJCOSX def2/J DEFGRID3
* xyz 0 1
F 13.077 11.991 9.737
C 13.199 10.732 9.257
C 14.447 10.229 9.068
C 14.510 8.982 8.450
C 13.365 8.211 8.225
C 12.131 8.759 8.535
C 12.025 10.058 9.084
H 15.312 10.913 9.286
H 15.473 8.552 8.147
H 13.441 7.183 8.001
H 11.198 8.242 8.350
H 11.100 10.456 9.425
F 12.547 20.824 10.767
C 12.775 19.775 11.620
C 12.826 18.521 11.067
C 13.109 17.448 11.952
C 13.302 17.736 13.271
C 13.331 18.996 13.785
C 13.074 20.046 12.924
H 12.631 18.398 10.015
H 13.069 16.428 11.590
H 13.448 16.917 13.934
H 13.461 19.189 14.829
H 12.993 21.068 13.277
F 12.193 17.067 7.700
C 13.337 16.435 8.068
C 14.582 16.921 7.731
C 15.723 16.266 8.163
C 15.565 15.151 8.976
C 14.321 14.638 9.353
C 13.206 15.279 8.859
H 14.661 17.812 7.156
H 16.704 16.598 7.862
H 16.423 14.548 9.296
H 14.212 13.791 10.039
H 12.235 14.951 9.066
F 18.274 14.565 7.015
C 18.246 13.283 7.579
C 19.025 13.107 8.703
C 19.065 11.834 9.243
C 18.211 10.810 8.750
C 17.472 11.041 7.561
C 17.489 12.266 6.998
H 19.604 13.960 9.037
H 19.691 11.631 10.104
H 18.277 9.819 9.173
H 16.876 10.281 7.164
H 16.881 12.398 6.121
F 12.051 10.323 13.046
C 13.117 10.656 13.885
C 13.792 9.579 14.574
C 14.863 9.955 15.347
C 15.335 11.285 15.398
C 14.667 12.248 14.690
C 13.555 11.966 13.880
H 13.430 8.590 14.434
H 15.499 9.155 15.809
H 16.271 11.531 15.890
H 15.102 13.280 14.708
H 13.102 12.669 13.222
F 14.712 20.545 18.896
C 15.170 19.540 18.067
C 15.706 19.986 16.868
C 16.120 18.992 15.974
C 15.911 17.658 16.286
C 15.292 17.259 17.481
C 14.879 18.221 18.394
H 15.853 21.038 16.656
H 16.606 19.232 15.025
H 16.275 16.868 15.606
H 15.254 16.212 17.746
H 14.446 18.049 19.380
F 19.185 11.160 13.887
C 20.150 11.635 13.033
C 20.145 12.997 12.689
C 21.132 13.480 11.909
C 22.148 12.591 11.478
C 22.068 11.247 11.772
C 21.062 10.732 12.561
H 19.311 13.636 12.914
H 21.115 14.476 11.474
H 22.917 12.977 10.847
H 22.769 10.601 11.290
H 20.887 9.669 12.686
F 8.215 15.101 12.180
C 9.262 14.953 13.121
C 8.963 15.041 14.468
C 10.030 14.878 15.384
C 11.324 14.723 14.873
C 11.601 14.698 13.483
C 10.535 14.817 12.605
H 7.903 15.134 14.766
H 9.835 14.690 16.409
H 12.143 14.552 15.547
H 12.610 14.634 13.113
H 10.778 14.787 11.541
C 16.559 12.490 11.793
N 16.858 13.877 11.998
C 15.915 14.713 12.470
C 16.416 16.127 12.561
O 14.712 14.387 12.618
H 16.970 11.833 12.578
H 17.124 12.123 10.951
H 15.478 12.366 11.715
H 17.685 14.265 11.589
H 15.963 16.708 13.419
H 16.011 16.685 11.674
H 17.483 16.196 12.606
C 18.816 18.009 8.377
N 18.874 16.742 9.092
C 19.022 16.564 10.417
C 19.226 17.829 11.229
O 19.155 15.465 10.892
H 19.745 18.565 8.246
H 18.027 18.698 8.719
H 18.448 17.691 7.380
H 18.806 15.898 8.518
H 20.078 18.384 10.828
H 19.461 17.681 12.278
H 18.353 18.497 11.189
*
```

Properties
Max |F|: 0.06317 hartree/bohr
LUMO level: 0.30 eV
Energy above the lowest of the compared OMol25 structures with the same formula, charge and spin: 0.0 kcal per mole
HOMO-LUMO gap: 9.137 eV
DFT total energy: -3148.9944 a.u.

***

C54H55As2CrN3O3 as an isolated structure. Source: the OMol25 dataset; level of theory: wB97M-V/def2-TZVPD.

The geometry in ORCA input format:
```
! wB97M-V def2-TZVPD RIJCOSX def2/J DEFGRID3
* xyz 1 4
Cr 0.281 0.935 0.494
C -0.694 -1.480 -2.906
C -1.292 -1.242 -1.513
As -1.874 -2.920 -0.602
C -2.583 -3.852 -2.161
C -3.789 -3.556 -2.788
C -4.178 -4.257 -3.921
C -3.367 -5.258 -4.438
C -2.168 -5.566 -3.812
C -1.783 -4.870 -2.675
C -3.553 -2.351 0.226
C -3.981 -3.111 1.312
C -5.216 -2.879 1.905
C -6.040 -1.874 1.421
C -5.620 -1.099 0.347
C -4.387 -1.336 -0.245
As 0.988 -0.516 -3.268
C 2.245 -1.753 -2.442
C 3.599 -1.491 -2.643
C 4.565 -2.336 -2.122
C 4.191 -3.446 -1.375
C 2.847 -3.703 -1.153
C 1.879 -2.862 -1.688
C 1.141 -1.116 -5.116
C 1.628 -2.367 -5.481
C 1.655 -2.741 -6.817
C 1.193 -1.873 -7.796
C 0.710 -0.623 -7.440
C 0.691 -0.245 -6.105
H -1.391 -1.144 -3.675
H -0.518 -2.536 -3.116
H -2.133 -0.553 -1.564
H -0.558 -0.776 -0.823
H -4.440 -2.785 -2.394
H -5.120 -4.021 -4.400
H -3.674 -5.801 -5.321
H -1.536 -6.353 -4.203
H -0.850 -5.126 -2.184
H -3.347 -3.905 1.693
H -5.535 -3.487 2.742
H -7.007 -1.699 1.872
H -6.264 -0.321 -0.044
H -4.094 -0.734 -1.097
H 3.901 -0.619 -3.213
H 5.613 -2.128 -2.298
H 4.945 -4.110 -0.972
H 2.545 -4.564 -0.568
H 0.836 -3.092 -1.506
H 1.993 -3.053 -4.725
H 2.038 -3.715 -7.093
H 1.217 -2.169 -8.837
H 0.357 0.061 -8.201
H 0.330 0.742 -5.832
C 1.176 -2.745 2.518
C 2.561 -2.769 2.456
C 3.234 -1.773 1.772
C 2.511 -0.767 1.147
N 1.163 -0.746 1.234
C 0.515 -1.701 1.907
C 3.080 0.338 0.361
C 4.447 0.513 0.171
C 4.901 1.565 -0.607
C 3.990 2.433 -1.196
C 2.626 2.265 -0.988
C 2.150 1.221 -0.203
H 0.616 -3.505 3.043
H 3.115 -3.562 2.939
H 4.311 -1.780 1.711
H -0.559 -1.597 1.965
H 5.162 -0.169 0.614
H 5.963 1.705 -0.760
H 4.346 3.249 -1.812
H 1.935 2.955 -1.458
C -3.088 0.084 3.010
C -2.675 0.805 1.777
C -3.503 1.958 1.306
O -1.663 0.473 1.170
H -3.485 0.785 3.746
H -2.249 -0.474 3.420
H -3.901 -0.596 2.738
H -4.562 1.769 1.475
H -3.306 2.179 0.259
H -3.227 2.828 1.911
C 0.043 4.662 0.740
C -0.557 3.878 -0.372
N -0.550 2.567 -0.567
C -1.212 2.337 -1.763
C -1.627 3.514 -2.284
N -1.207 4.473 -1.393
H 0.567 4.005 1.426
H -0.731 5.208 1.283
H 0.752 5.390 0.342
H -1.325 1.349 -2.171
H -2.158 3.752 -3.188
H -1.338 5.467 -1.484
C 2.330 5.732 6.940
C 1.844 4.677 5.985
C 2.736 3.913 5.244
C 2.299 2.945 4.346
C 3.290 2.146 3.539
C 0.929 2.729 4.217
C 0.007 3.475 4.954
C -1.473 3.234 4.811
C 0.481 4.447 5.823
C 0.426 1.687 3.261
O -0.189 0.698 3.616
O 0.691 1.993 2.012
H 3.415 5.716 7.028
H 1.906 5.585 7.934
H 2.034 6.728 6.604
H 3.801 4.074 5.366
H 4.304 2.312 3.898
H 3.249 2.422 2.483
H 3.078 1.076 3.601
H -1.737 2.232 5.150
H -1.786 3.318 3.765
H -2.040 3.960 5.391
H -0.229 5.033 6.397
*
```

Properties
Max |F|: 0.01448 hartree/bohr
LUMO level (spin up / spin down): -2.86 / -2.45 eV
Energy above the lowest of the compared OMol25 structures with the same formula, charge and spin: 0.0 kcal per mole
⟨S²⟩: 3.80
HOMO-LUMO gap (spin up / spin down): 7.510 / 7.920 eV
DFT total energy: -7996.6534 a.u.